<P>
The following is a quantum chemistry calculation of C23H24N4O3 in the gas phase, from the OMol25 dataset.

Element x y z (Å)
C1 -0.572 3.410 0.094
H1 0.790 1.143 1.151
C2 -5.838 -3.008 0.291
H2 0.457 -1.365 1.233
H3 -6.438 -3.892 0.365
H4 2.120 0.009 -2.021
H5 -0.635 3.725 2.210
H6 -2.554 3.038 0.832
H7 -7.125 -1.476 -0.685
C3 1.149 -0.437 -1.781
C4 5.554 -2.772 -0.700
O1 -5.207 -0.924 -0.170
C5 1.253 0.475 0.431
C6 -1.887 2.684 0.044
H8 2.892 5.114 0.248
C7 -4.505 -2.846 0.721
H9 5.775 -1.058 2.190
H10 2.234 0.891 0.173
H11 1.991 4.331 -1.912
N1 -2.902 0.457 0.258
H12 1.568 4.814 2.308
H13 0.525 -0.470 -2.675
H14 3.720 -3.080 -1.730
C8 -2.890 -0.849 0.630
C9 1.181 4.469 1.361
C10 1.418 4.198 -1.007
C11 -0.059 3.856 1.305
H15 6.136 -3.325 -1.424
H16 2.056 -0.903 1.905
C12 6.170 -2.207 0.412
H17 0.356 -2.263 -0.960
C13 -6.208 -1.809 -0.241
H18 -0.214 3.244 -2.008
C14 3.460 -1.907 0.082
O2 -1.406 0.422 -2.011
C15 0.177 3.588 -1.061
H19 -3.623 0.760 -0.379
C16 5.364 -1.522 1.301
H20 7.231 -2.302 0.577
C17 -0.835 0.626 -0.952
H21 1.826 -2.492 -1.926
H22 -2.367 2.839 -0.925
C18 -1.647 1.181 0.230
H23 -3.872 -3.570 1.191
N2 4.062 -1.368 1.148
N3 2.099 -1.775 0.030
C19 1.439 -0.936 1.009
C20 4.197 -2.629 -0.876
C21 -4.161 -1.553 0.419
C22 1.342 -1.847 -1.196
C23 1.923 4.638 0.205
H24 -1.161 0.978 1.185
O3 -1.921 -1.386 1.141
N4 0.480 0.384 -0.789

Output
SMILES string: O=C(N[C@H](Cc1ccccc1)C(=O)N1CCN(c2ccccn2)CC1)c1ccco1
LUMO: 0.79 eV
E_HOMO: -7.64 eV
Orbital gap: 8.429 eV



<Q>
The following is a quantum chemistry calculation of C23H24N4O3 in the gas phase, from the OMol25 dataset.

Element x y z (Å)
H1 -6.497 -1.305 -0.794
H2 -8.577 -0.259 -1.183
C1 -5.874 -0.528 -0.380
H3 5.014 -0.836 -0.740
C2 5.888 0.552 0.658
C3 -5.583 1.554 0.776
H4 -9.662 0.234 0.140
H5 1.894 0.575 -2.052
N1 2.032 -1.592 -0.373
C4 2.072 1.353 -1.323
H6 2.388 -0.668 -0.169
C5 -1.366 1.234 -0.102
N2 -2.268 0.195 -0.090
H7 7.645 0.390 -0.165
C6 3.779 -2.440 1.101
H8 3.639 -2.721 -1.050
H9 -6.024 2.404 1.272
C7 -1.560 -0.968 -0.210
C8 -0.187 -0.652 -0.297
H10 2.642 4.200 1.202
H11 -3.582 2.182 1.112
N3 -2.046 -2.213 -0.214
H12 3.950 1.930 -2.167
C9 -6.432 0.581 0.248
C10 -8.670 -0.147 -0.098
C11 2.968 -2.669 -0.185
C12 -3.658 0.323 0.031
H13 -1.701 2.252 -0.070
O1 6.887 0.982 -0.231
H14 -8.534 -1.122 0.381
H15 2.403 -3.600 -0.116
C13 -1.120 -3.143 -0.291
C14 -4.501 -0.651 -0.489
C15 1.337 2.632 0.570
H16 -4.073 -1.517 -0.966
O2 -7.766 0.807 0.403
C16 -4.216 1.427 0.674
H17 4.330 3.741 -0.542
C17 5.355 -0.840 0.305
C18 -0.086 0.774 -0.240
C19 2.484 3.400 0.494
N4 0.194 -2.992 -0.337
H18 6.248 0.547 1.695
H19 4.584 -3.186 1.171
H20 3.124 -2.535 1.970
H21 5.075 1.275 0.576
C20 0.693 -1.753 -0.324
C21 3.431 3.145 -0.485
H22 6.156 -1.593 0.404
C22 3.218 2.124 -1.397
H23 0.604 2.824 1.340
C23 1.122 1.591 -0.330
O3 4.302 -1.132 1.194
H24 -1.474 -4.166 -0.308

Output
SMILES string: COc1ccc(-n2cc(-c3ccccc3)c3c(NCCOCCO)ncnc32)cc1
LUMO: 0.74 eV
E_HOMO: -7.57 eV
Orbital gap: 8.315 eV



Most stable to least stable: <P>, <Q>



<P>
The following is a quantum chemistry calculation of C5H5F in the gas phase, from the OMol25 dataset.

Element x y z (Å)
C1 -0.471 -1.158 -0.017
C2 0.839 0.867 -0.017
C3 -0.462 1.231 0.004
H1 -0.919 2.207 0.030
H2 -0.815 -2.170 0.076
C4 -1.212 -0.034 -0.028
H3 1.689 1.551 -0.017
H4 1.554 -0.964 -0.827
C5 0.928 -0.612 -0.021
F1 -2.544 0.068 -0.020
H5 1.413 -0.986 0.839

Output
SMILES string: FC1=CCC=C1
LUMO: 1.15 eV
E_HOMO: -8.76 eV
Orbital gap: 9.907 eV



<Q>
The following is a quantum chemistry calculation of C5H5F in the gas phase, from the OMol25 dataset.

Element x y z (Å)
C1 -1.363 0.751 -0.111
F1 1.907 -0.013 -0.394
C2 -0.198 -1.200 0.102
H1 -2.324 -1.267 -0.321
H2 -2.217 1.380 -0.389
C3 0.765 0.000 0.397
C4 -1.388 -0.716 -0.133
H3 0.197 2.202 0.104
H4 1.040 -0.086 1.470
C5 -0.143 1.185 0.157
H5 0.100 -2.230 0.209

Output
SMILES string: FC1C=CC=C1
LUMO: 0.70 eV
E_HOMO: -9.09 eV
Orbital gap: 9.791 eV



Most stable to least stable: <P>, <Q>



<P>
The following is a quantum chemistry calculation of 2 unconnected molecules or ions with the total composition C5H12N2O3, from the OMol25 dataset.

Element x y z (Å)
C1 -1.878 0.162 -0.072
H1 2.778 -0.462 -1.820
H2 1.748 2.035 0.055
N1 -2.863 0.974 -0.013
N2 1.739 1.135 0.529
H3 -2.366 -1.527 1.159
H4 0.409 -0.254 1.321
C2 3.451 -0.623 -0.955
H5 2.314 1.224 1.362
O1 3.205 -1.758 -0.290
H6 -1.050 -1.823 -0.008
O2 4.512 -0.054 -0.831
O3 -4.064 0.343 0.263
H7 -0.039 0.189 -1.154
C3 0.375 0.755 0.885
C4 -0.528 0.760 -0.349
H8 -0.662 1.792 -0.703
H9 2.474 -2.247 -0.690
H10 -0.060 1.424 1.648
H11 -2.753 -1.738 -0.554
H12 -4.732 1.010 0.077
C5 -2.011 -1.318 0.139

Output
SMILES string: C/C(CCN)=N\O.O=CO
LUMO: 0.45 eV
E_HOMO: -9.65 eV
Orbital gap: 10.103 eV



<Q>
The following is a quantum chemistry calculation of 2 unconnected molecules or ions with the total composition C5H12N2O3, from the OMol25 dataset.

Element x y z (Å)
O1 -1.672 -0.031 1.327
H1 -0.832 -3.372 -0.301
H2 0.000 0.660 2.201
H3 -0.558 -3.097 1.407
O2 1.399 -1.619 -1.723
H4 -0.699 3.094 1.246
C1 -0.970 1.689 -1.009
H5 2.309 -1.444 -1.999
O3 2.131 -0.523 0.095
C2 -0.138 -2.930 0.415
N1 0.205 2.735 0.958
H6 0.813 -3.445 0.306
H7 -1.950 1.954 -0.607
C3 -0.536 0.374 1.284
C4 1.205 -1.026 -0.506
C5 0.051 1.558 0.122
H8 1.041 1.392 -0.314
H9 0.727 3.455 0.473
H10 -0.640 2.447 -1.722
H11 -0.852 -1.103 -0.205
H12 -1.063 0.747 -1.547
N2 0.029 -1.513 0.098

Output
SMILES string: C[C@@H](N)C=O.CNC(=O)O
LUMO: 0.61 eV
E_HOMO: -8.86 eV
Orbital gap: 9.464 eV



Most stable to least stable: <P>, <Q>